1.
The following is a DFT calculation (the ωB97M-V functional and the def2-TZVPD basis) of a cluster of 2 separate species, F2HISi in total at a distorted geometry.

LUMO energy: -1.02 eV
energy above the lowest of the compared OMol25 structures with the same formula, charge and spin: 44.1 kcal per mole
charge: 0

Atoms and positions in Å:
F: 0.2710 0.6615 -1.3263
F: -0.0083 1.2847 1.0586
Si: 0.0069 0.0240 0.1050
I: -2.1763 -0.9935 0.0703
H: 1.9067 -0.9767 0.0923

2.
The following is a DFT calculation (the ωB97M-V functional and the def2-TZVPD basis) of a structure of composition F30K5P5 at a distorted geometry.

LUMO energy: -3.67 eV
energy above the lowest of the compared OMol25 structures with the same formula, charge and spin: 206.0 kcal per mole
charge: 0

Atoms and positions in Å:
K: -5.0861 -1.9174 1.1602
K: 2.7445 -1.1473 1.7306
K: -0.7936 3.6826 -1.3965
K: 2.7301 -1.9172 -4.7734
K: -1.2941 -6.7415 -1.6363
P: -4.2447 3.2926 -5.6924
F: -3.3265 2.2077 -4.8861
F: -2.9837 3.4649 -6.7953
F: -4.9527 2.1697 -6.6486
F: -5.1301 4.3199 -6.4940
F: -5.5045 3.2595 -4.7047
F: -3.7066 4.5181 -4.8760
P: -2.6998 -1.6604 6.1187
F: -3.9528 -0.8042 6.7716
F: -2.7435 -1.0227 4.5494
F: -1.5362 -0.5956 6.6280
F: -1.4968 -2.5186 5.3823
F: -2.5535 -2.5554 7.4721
F: -3.8110 -2.7299 5.6416
P: 1.7954 3.6403 3.0523
F: 1.5034 4.1587 4.5091
F: 2.8703 2.4552 3.5123
F: 0.6458 2.5093 3.2976
F: 1.7961 3.0304 1.5569
F: 0.6299 4.5030 2.3134
F: 2.9855 4.8065 2.8518
P: 6.3572 -2.6300 -1.1545
F: 6.2200 -4.2184 -0.9416
F: 6.1281 -2.4306 0.4927
F: 7.9279 -2.6796 -1.0809
F: 6.2747 -1.0272 -1.1583
F: 6.6576 -2.6803 -2.7596
F: 4.7444 -2.5135 -1.6341
P: -0.8662 -1.4694 -1.4948
F: -0.6268 -1.5501 -3.0701
F: -2.1060 -0.4788 -1.7597
F: -1.8295 -2.8212 -1.5790
F: -1.2394 -1.4317 0.0518
F: 0.3714 -2.3777 -1.1162
F: 0.1017 -0.0999 -1.4403

3.
The following is a DFT calculation (the ωB97M-V functional and the def2-TZVPD basis) of an isolated molecule of F3H3S2Si2 at a distorted geometry.

LUMO energy (spin up / spin down): -0.04 / -4.92 eV
energy above the lowest of the compared OMol25 structures with the same formula, charge and spin: 48.2 kcal per mole
spin multiplicity: 3
⟨S²⟩: 2.01
charge: 0

Atoms and positions in Å:
F: 2.6468 -1.0745 -0.3752
F: 1.8867 1.1482 -1.2922
F: 1.9758 0.7331 1.1463
Si: -0.8709 -0.0844 0.2829
Si: 1.4669 0.0417 -0.2018
S: -1.4616 -2.1449 0.0004
S: -2.0019 0.9783 -1.2545
H: -1.1360 0.6359 1.4652
H: -0.8899 -2.3614 1.0974
H: -1.6157 2.1281 -0.8685

4.
The following is a DFT calculation (the ωB97M-V functional and the def2-TZVPD basis) of an isolated molecule of F3HN2 at a distorted geometry.

LUMO energy: 1.02 eV
energy above the lowest of the compared OMol25 structures with the same formula, charge and spin: 53.4 kcal per mole
charge: 0

Atoms and positions in Å:
N: -0.6611 -0.0478 0.3542
N: 0.6136 -0.2163 0.0467
F: -1.1146 -1.2824 -0.1042
F: 1.3908 0.5261 0.9234
F: 0.9562 0.3933 -1.1906
H: -1.1850 0.6271 -0.0296

5.
The following is a DFT calculation (the ωB97M-V functional and the def2-TZVPD basis) of a structure of composition F4FeH26O17P2 at a distorted geometry.

LUMO energy (spin up / spin down): -5.25 / -6.85 eV
spin multiplicity: 6
⟨S²⟩: 8.79
charge: +1

Atoms and positions in Å:
Fe: 0.6604 -1.1242 -0.8107
O: -0.3696 0.1208 0.0593
P: 0.1794 1.6308 0.4863
O: 0.9444 0.6318 -0.3337
F: -0.3306 1.2318 1.8873
F: -1.2926 1.9798 0.0863
O: 2.3434 -1.5052 -1.4527
P: 2.7394 -2.9762 -2.1867
O: 1.3964 -2.6432 -1.5367
F: 4.0044 -2.9142 -1.2547
F: 3.1794 -2.0052 -3.3077
O: -0.1436 -0.6012 -2.6187
H: -0.5406 0.2918 -2.6737
H: 0.0274 -0.9172 -3.5267
O: 2.4844 0.8438 -3.1137
H: 1.9094 0.7418 -3.8187
H: 2.4634 0.0278 -2.6647
O: -1.8636 -1.2522 2.3043
H: -2.4476 -0.8042 2.9453
H: -1.3516 -0.5152 1.7883
O: -3.8756 2.0588 0.9653
H: -2.9756 2.3198 0.7183
H: -4.4616 2.7328 0.6563
O: 3.8584 -0.2122 0.0733
H: 3.4374 -0.9172 -0.4577
H: 3.2944 0.5488 -0.0297
O: 0.4864 -0.8652 3.9733
H: 0.0684 -0.7242 4.8563
H: -0.2376 -0.7882 3.3633
O: 1.0744 -1.9432 1.1163
H: 1.9054 -1.8972 1.6253
H: 0.5574 -2.4512 1.6863
O: -1.1486 -2.3292 -0.6747
H: -1.3736 -3.1542 -0.2537
H: -1.9696 -1.8942 -0.7607
O: -3.7416 1.5298 -2.5717
H: -3.7566 2.4808 -2.3757
H: -2.9976 1.1568 -2.0867
O: -0.6736 1.9828 -3.0397
H: -0.9176 2.5628 -2.3237
H: -0.5906 2.5888 -3.7907
O: 2.4794 0.6768 2.6313
H: 1.8404 0.1058 3.0183
H: 2.9184 0.0208 2.1153
O: -2.8996 -0.1922 -0.5807
H: -3.3606 0.6158 -0.2737
H: -1.9766 -0.0262 -0.2497
O: 0.2054 2.3088 4.2023
H: 0.8674 1.7878 4.7263
H: -0.0286 1.6738 3.4833

6.
The following is a DFT calculation (the ωB97M-V functional and the def2-TZVPD basis) of a structure of composition F4H10Hf2O5 at a distorted geometry.

LUMO energy: -18.94 eV
energy above the lowest of the compared OMol25 structures with the same formula, charge and spin: 96.4 kcal per mole
charge: +4

Atoms and positions in Å:
Hf: -2.0315 0.9491 -0.2474
Hf: 1.6391 -0.7275 2.0727
F: 1.9112 1.4756 1.4493
F: -1.6078 1.2918 1.9946
F: -0.0541 -0.2316 0.2860
F: -0.4962 -1.5198 2.7607
O: 1.8837 0.9916 -1.8053
H: 2.1152 0.4786 -1.0269
H: 2.5652 1.6753 -1.8667
O: -2.5863 -1.1178 1.0036
H: -3.3518 -1.7050 1.1226
H: -1.9332 -1.4152 1.6657
O: -0.2321 2.5440 -0.4590
H: 0.6950 2.5668 -0.1719
H: -0.3031 3.2458 -1.1277
O: -0.6414 0.3439 -2.2525
H: -0.7925 0.2357 -3.2066
H: 0.3085 0.5944 -2.1729
O: 1.1223 -2.8789 0.7752
H: 0.7951 -3.1175 -0.1062
H: 0.9949 -3.6794 1.3125

7.
The following is a DFT calculation (the ωB97M-V functional and the def2-TZVPD basis) of a structure of composition F4H30N2Na2O23S4 at a distorted geometry.

LUMO energy: -1.63 eV
charge: 0

Atoms and positions in Å:
Na: -7.1508 -19.7317 0.9851
Na: -2.9644 -18.2295 0.2148
N: -1.9243 -18.9531 -1.7964
S: -1.9374 -18.6073 -3.5039
O: -2.6581 -19.5859 -4.3187
O: -0.7359 -18.0030 -4.1097
F: -3.0230 -17.4485 -3.3243
S: -0.8697 -20.0512 -1.9376
O: 0.5204 -19.5655 -2.0409
O: -1.2253 -21.3308 -2.5637
F: -0.9283 -20.4181 -0.3426
N: -7.6630 -21.6896 -0.2605
S: -8.0498 -21.5068 -1.8755
O: -8.2695 -22.7301 -2.5912
O: -7.5087 -20.3750 -2.6860
F: -9.6348 -21.0660 -1.5806
S: -6.4321 -22.6806 -0.4516
O: -5.2399 -22.2453 -1.1636
O: -6.7474 -24.1132 -0.5195
F: -5.8227 -22.3954 1.0374
O: 1.7619 -16.5711 -2.0458
H: 2.4562 -16.0512 -1.6410
H: 1.0103 -16.4629 -1.4630
O: -0.6189 -17.9845 4.5137
H: -0.5231 -17.6344 5.3994
H: -0.0346 -18.7423 4.4906
O: -5.7600 -18.2170 2.5088
H: -5.6877 -18.0369 3.4461
H: -5.7266 -17.3543 2.0954
O: -4.0947 -15.9224 -0.3067
H: -4.8245 -16.0924 0.2888
H: -4.3518 -15.1323 -0.7820
O: -1.3286 -13.0692 -0.0902
H: -2.2342 -13.3116 0.1032
H: -1.2478 -13.1795 -1.0376
O: -3.3818 -20.3365 1.3585
H: -3.8691 -21.1602 1.3728
H: -2.5004 -20.5740 1.6467
O: -6.3818 -17.9543 -0.6999
H: -5.6288 -18.4286 -1.0525
H: -6.7872 -17.5452 -1.4644
O: -1.5216 -17.3667 1.9822
H: -1.4350 -17.5730 2.9128
H: -1.2890 -16.4403 1.9190
O: 1.3517 -16.8646 2.5997
H: 0.4900 -17.2805 2.5714
H: 1.5124 -16.7084 3.5303
O: -0.8921 -16.4941 -0.8966
H: -1.2395 -17.3698 -1.0659
H: -1.5989 -15.9018 -1.1533
O: -5.7470 -19.3359 -4.4717
H: -5.0677 -19.1492 -3.8237
H: -6.4834 -19.6685 -3.9584
O: -6.2918 -15.7137 1.5054
H: -6.9612 -15.7937 0.8259
H: -6.5402 -14.9301 1.9959
O: 1.3541 -14.8742 0.6934
H: 1.3967 -15.5322 1.3872
H: 0.6628 -15.1858 0.1092
O: -0.9730 -14.8056 2.8239
H: -0.6472 -15.1350 3.6615
H: -1.5542 -14.0826 3.0601
O: -4.3095 -19.5599 -1.3191
H: -4.1508 -20.4765 -1.0935
H: -3.4528 -19.2269 -1.5867

8.
The following is a DFT calculation (the ωB97M-V functional and the def2-TZVPD basis) of a structure of composition F4H6N2Na2O11S4 at a distorted geometry.

LUMO energy: -3.52 eV
energy above the lowest of the compared OMol25 structures with the same formula, charge and spin: 96.9 kcal per mole
charge: 0

Atoms and positions in Å:
Na: -0.0384 -0.0393 0.7721
Na: -0.0640 -0.4612 -3.8101
N: 1.6835 2.8164 -1.9520
S: 1.3892 4.3418 -2.7019
O: 1.6631 4.3053 -4.1420
O: 1.6013 5.5922 -2.0320
F: -0.2575 4.1497 -2.5719
S: 3.1801 3.0529 -1.7613
O: 3.5983 3.9784 -0.6834
O: 4.0279 3.0927 -2.9359
F: 3.4879 1.5705 -1.1647
N: -1.4275 -3.4682 -1.4207
S: -3.0945 -3.8323 -1.4195
O: -3.6571 -3.8814 -0.1033
O: -3.6536 -4.5128 -2.6038
F: -3.4747 -2.3227 -1.8058
S: -1.1068 -4.9592 -1.2170
O: -0.8702 -5.7260 -2.4600
O: -1.4988 -5.6597 -0.0005
F: 0.4126 -4.6903 -0.7945
O: -0.7925 -2.4620 4.2705
H: -0.0515 -2.9972 4.5548
H: -1.0111 -1.9292 5.0351
O: -2.9963 2.5471 2.4022
H: -2.4495 3.2958 2.6405
H: -3.3296 2.2181 3.2370
O: 2.6559 1.9556 3.9285
H: 3.1868 2.7209 4.1491
H: 2.8870 1.3042 4.5907